A cluster of 13 separate species, C20H66N18O13 in total at a distorted geometry. Source: the Open Molecules 2025 dataset; level of theory: ωB97M-V/def2-TZVPD.

## Properties
- highest occupied orbital energy (eV) = -9.0
- multiplicity = 1
- energy (Eh) = -2765.7620
- gap between HOMO and LUMO (hartree) = 0.317
- molecular weight (g mol⁻¹) = 766.86
- F_max (eV Å⁻¹) = 1.92

Geometry (Å):
C (-0.72064, -0.89448, 4.06119)
O (0.03579, -1.79595, 3.70703)
N (-0.85187, 0.31649, 3.45122)
N (-1.55929, -1.09338, 5.12215)
H (-0.50866, 0.46125, 2.50722)
H (-1.55569, 0.89497, 3.87348)
H (-2.25668, -0.43846, 5.41764)
H (-1.49343, -2.03421, 5.46987)
C (-2.86206, -4.45640, 2.61287)
O (-1.67358, -4.73649, 2.72848)
N (-3.84309, -5.40589, 2.54318)
N (-3.28335, -3.16592, 2.61164)
H (-3.58611, -6.35994, 2.37970)
H (-4.77000, -5.06363, 2.37002)
H (-4.24884, -2.90300, 2.60160)
H (-2.51555, -2.51687, 2.63391)
C (3.07725, 1.98117, 2.76158)
O (3.64014, 2.51769, 3.71137)
N (3.25557, 2.37531, 1.46675)
N (2.41298, 0.80300, 2.87126)
H (3.65301, 3.28472, 1.31905)
H (2.75439, 1.93434, 0.71406)
H (1.81622, 0.52897, 2.10596)
H (2.40663, 0.27035, 3.72001)
C (2.78996, 0.51895, -5.49767)
O (3.91735, 0.02736, -5.53005)
N (2.43383, 1.58475, -6.27123)
N (1.79517, 0.04006, -4.70842)
H (1.51461, 1.96375, -6.15518)
H (3.12960, 1.96655, -6.88385)
H (1.96153, -0.82957, -4.17738)
H (0.91233, 0.50748, -4.61739)
C (1.64034, -4.12002, 0.93709)
O (2.51779, -4.41719, 0.12317)
N (1.78072, -3.80115, 2.24982)
N (0.31766, -4.12391, 0.57234)
H (0.96419, -3.41625, 2.69681)
H (2.74105, -3.70059, 2.54002)
H (0.10797, -4.42669, -0.36085)
H (-0.43706, -3.88193, 1.19533)
C (-2.96847, 4.03853, -2.11148)
O (-3.56988, 4.16088, -1.04488)
N (-3.46101, 4.58897, -3.25917)
N (-1.78519, 3.39084, -2.22677)
H (-4.43278, 4.79416, -3.38547)
H (-2.83201, 4.71942, -4.03038)
H (-1.39263, 3.32099, -3.14582)
H (-1.28417, 3.17535, -1.38494)
C (3.73158, -2.41683, -2.86961)
O (2.52335, -2.34443, -3.11922)
N (4.19154, -3.18830, -1.86184)
N (4.69649, -1.90163, -3.67915)
H (3.56167, -3.64565, -1.20613)
H (5.16391, -3.32340, -1.65692)
H (5.66723, -2.03160, -3.45186)
H (4.56102, -1.11551, -4.33814)
C (1.42999, 3.71154, -2.13856)
O (1.16513, 2.78423, -1.38148)
N (2.11868, 3.54682, -3.31412)
N (1.07174, 5.00164, -1.90710)
H (2.22619, 2.59877, -3.63709)
H (2.24549, 4.29523, -3.96830)
H (0.76123, 5.09293, -0.94361)
H (1.49751, 5.77113, -2.38700)
C (-4.08289, 1.88426, 1.84671)
O (-4.49760, 1.30627, 2.83946)
N (-3.43318, 1.23651, 0.81639)
N (-4.37584, 3.17631, 1.50276)
H (-3.28447, 0.26306, 1.00993)
H (-3.38682, 1.66653, -0.08859)
H (-4.80361, 3.78504, 2.17381)
H (-3.97480, 3.52313, 0.63921)
C (4.50281, -1.57893, 1.24734)
C (5.32519, -2.81984, 1.48365)
O (5.04748, -3.28252, 2.81133)
H (3.44562, -1.78218, 1.08002)
H (4.89799, -0.98414, 0.42309)
H (4.53072, -0.93836, 2.13157)
H (6.40901, -2.71295, 1.35677)
H (5.08060, -3.66000, 0.82222)
H (5.60416, -4.04228, 3.00128)
C (-4.03306, -2.03074, -2.27551)
C (-4.48842, -3.24528, -1.50033)
C (-4.91460, -4.37066, -2.42531)
O (-3.34412, -3.69156, -0.73685)
H (-4.88259, -1.45875, -2.66319)
H (-3.45140, -2.32339, -3.15022)
H (-3.47397, -1.35727, -1.62879)
H (-5.20978, -3.02327, -0.71065)
H (-5.31257, -5.21085, -1.85184)
H (-4.07881, -4.70104, -3.04222)
H (-5.73361, -4.04594, -3.07087)
H (-3.07887, -4.56617, -1.03380)
C (0.03096, 5.30658, 3.19586)
C (0.22145, 4.74425, 1.80465)
C (-0.99299, 3.97265, 1.31811)
O (0.41735, 5.84061, 0.89453)
H (-0.13016, 4.51510, 3.93217)
H (-0.76853, 6.04495, 3.24456)
H (0.95247, 5.76809, 3.56635)
H (1.09411, 4.08431, 1.78129)
H (-1.16157, 3.17071, 2.04067)
H (-0.84358, 3.50023, 0.35384)
H (-1.88479, 4.59643, 1.30926)
H (1.06999, 6.44754, 1.25700)
C (-1.18494, -0.90136, 0.02132)
C (0.27070, -0.63198, 0.36893)
C (1.13981, -0.64147, -0.90338)
O (0.28751, 0.74688, 0.86385)
H (-1.64092, -0.15025, -0.62721)
H (-1.81387, -0.97411, 0.91461)
H (-1.30543, -1.87770, -0.45555)
H (0.69207, -1.27956, 1.13541)
H (2.13613, -0.96619, -0.59507)
H (1.22880, 0.38398, -1.26161)
H (0.78185, -1.35971, -1.63494)
H (0.10421, 1.22566, 0.04327)

Cartesian forces (eV/Å) of the 2 atoms listed first:
-0.385 0.038 -0.281
0.119 0.279 -0.374



A cluster of 14 separate species, C20H68N4O14 in total at a distorted geometry. Source: the Open Molecules 2025 dataset; level of theory: ωB97M-V/def2-TZVPD.

## Properties
- highest occupied orbital energy (eV) = -9.3
- multiplicity = 1
- energy (Eh) = -2074.9411
- gap between HOMO and LUMO (hartree) = 0.327
- relative energy (zero: lowest compared OMol25 entry of this formula, charge and spin) (kJ/mol) = 569.50
- molecular weight (g mol⁻¹) = 588.78
- F_max (eV Å⁻¹) = 9.46

Geometry (Å):
C (-1.62771, 4.26326, -1.91247)
C (-2.57671, 4.64226, -3.04147)
O (-1.81071, 4.55526, -4.22947)
H (-1.16771, 3.29726, -2.18047)
H (-2.05471, 3.93726, -0.94647)
H (-0.88771, 5.05426, -1.70947)
H (-3.03771, 5.60326, -2.84147)
H (-3.44471, 3.95026, -3.07347)
H (-2.34371, 4.46526, -4.98947)
C (3.57429, 0.31826, -1.85247)
C (3.39029, 0.09626, -0.38647)
O (2.54129, 1.05626, 0.18253)
H (3.99629, 1.28226, -1.97247)
H (2.55929, 0.30526, -2.34147)
H (4.14229, -0.46774, -2.31547)
H (4.34929, 0.09126, 0.16253)
H (2.88929, -0.84874, -0.25947)
H (1.72229, 0.58726, 0.33053)
C (-3.88171, -0.12274, 3.15253)
C (-2.59671, 0.61626, 3.22753)
O (-2.23871, 0.27826, 4.57353)
H (-4.39771, 0.01226, 2.23553)
H (-4.57871, 0.00126, 4.00253)
H (-3.66671, -1.23274, 3.22553)
H (-2.73371, 1.69026, 3.07453)
H (-1.83871, 0.23926, 2.46853)
H (-2.72171, 0.88726, 5.10753)
C (-3.24271, 1.11426, -1.52947)
C (-3.27971, 1.16126, -0.02847)
O (-4.53371, 1.65226, 0.42253)
H (-3.43171, 2.08226, -1.99647)
H (-3.98071, 0.43126, -1.95547)
H (-2.27271, 0.84326, -1.95047)
H (-2.41171, 1.72526, 0.26553)
H (-3.16171, 0.09326, 0.33453)
H (-4.41871, 2.03426, 1.26553)
C (3.59029, -1.72374, 2.85553)
C (4.11429, -3.12274, 2.97453)
O (4.21829, -3.40374, 4.31953)
H (4.16029, -0.96374, 3.40153)
H (2.52429, -1.54874, 2.98153)
H (3.67229, -1.46174, 1.84153)
H (5.14229, -3.26174, 2.64053)
H (3.52529, -3.84574, 2.43853)
H (5.06629, -3.08374, 4.71953)
C (2.00629, 2.13726, 3.04653)
C (0.95629, 1.27826, 3.74453)
O (1.15829, 1.27826, 5.13053)
H (3.03529, 1.67326, 3.09653)
H (1.99829, 3.18926, 3.32453)
H (1.73529, 2.31726, 2.09153)
H (1.09629, 0.29226, 3.22253)
H (-0.03371, 1.72826, 3.53553)
H (1.29529, 0.35826, 5.35053)
C (1.11029, -4.12674, 1.03853)
O (1.33129, -2.80774, 0.83253)
N (0.76829, -4.71174, 2.13553)
N (1.22129, -4.96974, 0.06153)
H (0.61529, -4.06474, 2.92453)
H (0.58529, -5.72874, 2.31053)
H (1.63729, -4.54674, -0.80747)
H (1.32829, -5.95174, 0.32053)
C (-2.60671, -2.54774, -3.51447)
O (-3.06671, -1.29674, -3.90347)
N (-2.59671, -2.83874, -2.25547)
N (-2.13571, -3.44674, -4.37747)
H (-3.22171, -2.45374, -1.52547)
H (-2.04071, -3.63674, -1.95747)
H (-1.96671, -3.06674, -5.35347)
H (-1.97671, -4.37974, -3.99247)
C (0.05429, 0.51126, -3.77547)
O (0.99929, 0.29326, -4.85547)
H (-0.90071, 0.97326, -4.15947)
H (0.36729, 1.24326, -3.07947)
H (-0.09971, -0.41774, -3.30147)
H (0.51329, -0.24574, -5.46447)
C (-0.16271, -0.10474, -0.49247)
O (0.41229, -0.34774, 0.78753)
H (0.62929, -0.28174, -1.15247)
H (-0.45671, 0.96026, -0.56147)
H (-1.01071, -0.76374, -0.74447)
H (0.54129, -1.30274, 0.89153)
C (0.21729, 4.81126, 1.23253)
O (-0.38971, 3.54126, 1.25553)
H (1.32529, 4.78426, 1.49353)
H (-0.28171, 5.42026, 2.00053)
H (0.07729, 5.33226, 0.29353)
H (0.03829, 3.05526, 0.51953)
C (-1.93571, -2.82874, 1.26153)
O (-1.89971, -3.87474, 2.20253)
H (-2.91971, -2.28074, 1.24153)
H (-1.76371, -3.16574, 0.26253)
H (-1.14471, -2.13574, 1.51053)
H (-1.08771, -4.41474, 2.06953)
C (1.99329, 3.93926, -1.67847)
O (1.35029, 2.72926, -1.49047)
H (2.62229, 3.98126, -2.55847)
H (2.58429, 4.05226, -0.81147)
H (1.24729, 4.77026, -1.77547)
H (1.91229, 2.09426, -1.03847)
C (1.11329, -2.61274, -2.41947)
O (2.13229, -3.52774, -2.30547)
H (0.26229, -2.89474, -1.73147)
H (0.73429, -2.61174, -3.47347)
H (1.42329, -1.65274, -2.20747)
H (2.43029, -3.98574, -3.11647)

Cartesian forces (eV/Å) of the 2 atoms listed first:
0.048 -1.013 0.491
-0.564 -1.042 0.803



A structure of composition C20H9Cl4F2IN3O2Rh. Source: the Open Molecules 2025 dataset; level of theory: ωB97M-V/def2-TZVPD.

## Properties
- highest occupied orbital energy (alpha / beta) (eV) = -5.2 / -8.3
- multiplicity = 5
- energy (Eh) = -3530.9296
- gap between HOMO and LUMO (alpha / beta) (hartree) = 0.194 / 0.206
- relative energy (zero: lowest compared OMol25 entry of this formula, charge and spin) (kJ/mol) = 10.39
- molecular weight (g mol⁻¹) = 732.93
- F_max (eV Å⁻¹) = 0.48

Geometry (Å):
Rh (-0.42609, 0.65338, -0.04573)
Cl (2.39223, -3.67548, 4.68347)
C (1.42610, -2.51295, 3.87050)
C (0.31371, -1.92250, 4.56442)
Cl (-0.00800, -2.40161, 6.17770)
C (-0.48138, -0.98936, 3.95434)
Cl (-1.81603, -0.25488, 4.74706)
C (-0.22565, -0.59205, 2.61377)
O (-0.93011, 0.27727, 2.01019)
C (0.90103, -1.18774, 1.90226)
O (1.12955, -0.82441, 0.72147)
C (1.71272, -2.15584, 2.58685)
Cl (3.02788, -2.81963, 1.71349)
F (2.75618, 1.72886, -4.22923)
C (1.63473, 1.17175, -3.71631)
C (1.39203, 1.20688, -2.37707)
C (0.22608, 0.59178, -1.87730)
C (-0.63580, -0.17743, -2.74149)
C (-0.35132, -0.07847, -4.12624)
F (-1.19330, -0.66255, -5.00808)
C (0.74493, 0.55612, -4.61830)
C (-1.63796, -0.94582, -2.12455)
C (-2.53244, -1.87579, -2.70959)
C (-3.39843, -2.57652, -1.93079)
C (-3.41223, -2.35646, -0.51839)
C (-2.55641, -1.44539, 0.01559)
N (-1.67848, -0.73796, -0.73884)
H (2.12374, 1.66835, -1.72726)
H (0.93382, 0.57133, -5.68307)
H (-2.50351, -2.02803, -3.77752)
H (-4.06948, -3.29653, -2.37885)
H (-4.09461, -2.88608, 0.13022)
H (-2.54626, -1.22800, 1.07476)
I (3.04031, 4.54206, 3.35212)
C (1.97428, 3.73279, 1.79957)
C (1.79665, 4.26055, 0.54211)
N (1.03245, 3.38942, -0.13623)
N (0.70493, 2.32713, 0.60986)
C (1.26440, 2.52360, 1.79446)
H (2.14853, 5.17406, 0.09490)
H (0.68642, 3.44950, -1.08127)
H (1.13478, 1.80665, 2.58702)

Cartesian forces (eV/Å) of the 2 atoms listed first:
0.110 0.132 -0.239
-0.003 0.010 -0.011